No. 1
{
  "formula": "C29H25F5N2O2S",
  "method": "ωB97M-V with the def2-TZVPD basis set",
  "species": ["C", "S", "O", "O", "C", "C", "N", "C", "F", "C", "N", "H", "H", "H", "H", "H", "F", "C", "C", "C", "C", "C", "C", "H", "H", "H", "H", "H", "F", "C", "C", "C", "C", "C", "C", "H", "H", "H", "H", "H", "F", "C", "C", "C", "C", "C", "C", "H", "H", "H", "H", "H", "F", "C", "C", "C", "C", "C", "C", "H", "H", "H", "H", "H"],
  "xyz": [[3.6339, 1.8999, -1.3856], [2.8071, 2.9104, -2.7448], [3.3054, 4.3214, -2.5621], [3.1922, 2.3712, -4.1165], [0.9592, 2.8456, -2.5071], [0.6096, 3.1234, -0.9676], [0.0731, 3.1529, 0.1272], [0.3661, 1.4174, -3.0429], [-0.9982, 1.5803, -3.5422], [0.3996, 0.3014, -1.8651], [0.6623, -0.6907, -1.2105], [3.5525, 0.7852, -1.6344], [4.7520, 2.2061, -1.4501], [3.2326, 2.1761, -0.3483], [0.4812, 3.7158, -3.1063], [0.9767, 1.0633, -3.9655], [1.8828, 1.0180, 1.0568], [1.3789, 0.6337, 2.2423], [0.1907, 1.1921, 2.6918], [-0.3324, 0.7873, 3.9203], [0.3470, -0.1611, 4.6830], [1.5405, -0.7091, 4.2216], [2.0567, -0.3141, 2.9926], [-0.3157, 1.9330, 2.0855], [-1.2643, 1.2086, 4.2822], [-0.0575, -0.4732, 5.6411], [2.0687, -1.4442, 4.8201], [2.9802, -0.7373, 2.6144], [-2.8786, -0.4012, 2.5321], [-3.3863, -0.2375, 1.3017], [-2.5299, 0.0217, 0.2468], [-3.0493, 0.1896, -1.0310], [-4.4243, 0.1048, -1.2392], [-5.2786, -0.1519, -0.1696], [-4.7564, -0.3290, 1.1086], [-1.4634, 0.0926, 0.4280], [-2.3830, 0.3871, -1.8641], [-4.8296, 0.2401, -2.2374], [-6.3500, -0.2131, -0.3310], [-5.4047, -0.5377, 1.9520], [-4.3871, -4.1534, 7.7433], [-4.1030, -3.0180, 7.0871], [-3.5531, -3.0851, 5.8157], [-3.2631, -1.9076, 5.1329], [-3.5165, -0.6763, 5.7341], [-4.0643, -0.6209, 7.0132], [-4.3646, -1.7981, 7.6918], [-3.3553, -4.0522, 5.3676], [-2.8402, -1.9485, 4.1355], [-3.2860, 0.2419, 5.2026], [-4.2572, 0.3390, 7.4815], [-4.7994, -1.7737, 8.6843], [3.9258, -3.3499, -5.7410], [4.2131, -2.2151, -6.3971], [4.7752, -2.2837, -7.6628], [5.0685, -1.1068, -8.3452], [4.8062, 0.1253, -7.7494], [4.2462, 0.1822, -6.4758], [3.9426, -0.9944, -5.7977], [4.9798, -3.2512, -8.1068], [5.5014, -1.1492, -9.3393], [5.0395, 1.0429, -8.2807], [4.0463, 1.1423, -6.0114], [3.4982, -0.9689, -4.8092]],
  "forces_ev_per_a": [[0.468, -0.217, -0.071], [4.393, 2.249, -2.383], [-2.131, -3.276, 0.229], [-2.005, 0.468, 3.814], [-1.551, 0.053, 1.336], [-2.992, -0.786, 3.233], [3.399, 0.127, -6.587], [-0.696, -0.395, 0.386], [2.706, -0.148, 1.403], [1.685, -3.693, 0.746], [-1.656, 5.841, -3.555], [-0.143, 1.651, 0.449], [-2.046, -0.304, -0.153], [0.371, -0.432, -1.721], [1.052, -1.502, 0.785], [-0.877, 0.512, 1.843], [0.220, 0.036, -0.229], [-0.531, -0.290, 1.031], [-0.115, 0.060, -0.021], [0.498, -0.228, -0.109], [-0.114, 0.060, 0.055], [-0.207, 0.191, -0.095], [0.190, -0.026, -0.158], [0.071, -0.080, 0.069], [0.123, -0.016, -0.105], [0.033, 0.025, -0.118], [-0.047, 0.074, -0.104], [-0.050, 0.043, -0.005], [0.065, 0.037, 0.179], [-0.452, 0.120, -0.864], [0.310, 0.040, 0.049], [-0.324, -0.049, 0.170], [0.004, 0.023, -0.041], [0.341, 0.031, -0.041], [-0.072, -0.032, 0.173], [-0.064, -0.056, 0.036], [-0.097, -0.026, 0.101], [0.044, -0.020, 0.126], [0.127, -0.016, 0.054], [0.067, 0.021, -0.017], [-0.037, -0.133, 0.084], [0.172, 0.695, -0.411], [0.001, -0.127, -0.001], [-0.082, 0.030, 0.290], [0.020, 0.016, -0.014], [0.092, -0.228, -0.215], [-0.063, -0.043, 0.166], [-0.036, 0.043, 0.056], [-0.044, -0.038, 0.190], [-0.051, -0.125, 0.039], [-0.004, -0.129, -0.028], [0.039, -0.048, -0.054], [-0.036, -0.137, 0.079], [0.170, 0.684, -0.399], [0.015, -0.164, -0.049], [-0.130, 0.136, 0.320], [0.021, -0.044, -0.059], [0.076, -0.126, -0.209], [-0.051, -0.035, 0.104], [-0.041, 0.041, 0.063], [-0.040, -0.038, 0.121], [-0.032, -0.108, 0.078], [0.001, -0.156, -0.009], [0.048, -0.039, -0.035]],
  "spin_multiplicity": 1,
  "e_tot_ha": -2277.4174,
  "smiles": "CS(=O)(=O)[C@H](C#N)[C@H](F)C#N.Fc1ccccc1.Fc1ccccc1.Fc1ccccc1.Fc1ccccc1",
  "e_lumo_ha": -0.0115
}


No. 2
{
  "formula": "C29H25GeMnN2O4S2",
  "method": "ωB97M-V with the def2-TZVPD basis set",
  "species": ["Mn", "Ge", "C", "C", "C", "C", "C", "C", "C", "C", "C", "C", "C", "C", "H", "H", "H", "H", "H", "H", "H", "H", "H", "H", "H", "C", "C", "N", "O", "H", "H", "H", "H", "H", "O", "S", "O", "N", "C", "O", "C", "C", "C", "C", "C", "C", "H", "H", "H", "H", "C", "C", "C", "C", "C", "C", "C", "H", "H", "H", "H", "H", "S", "C"],
  "xyz": [[-15.9023, 0.1322, 9.9418], [-17.4836, 2.1692, 10.1329], [-16.9570, 4.0418, 9.8423], [-15.8652, 4.4447, 10.6135], [-15.2959, 5.7484, 10.4939], [-15.8883, 6.6317, 9.5556], [-16.9357, 6.2387, 8.8121], [-17.5453, 5.0200, 8.9997], [-19.1850, 1.7996, 9.2590], [-20.1336, 1.0326, 10.0283], [-21.2983, 0.5627, 9.3825], [-21.5654, 0.8757, 8.0315], [-20.6740, 1.7040, 7.3216], [-19.5283, 2.1445, 7.9682], [-18.1634, 2.2981, 11.5235], [-15.3902, 3.8508, 11.3796], [-14.3941, 5.9785, 11.0682], [-15.4161, 7.5702, 9.4365], [-17.2997, 6.9126, 8.0886], [-18.4923, 4.8462, 8.5428], [-19.9288, 0.8711, 11.0754], [-22.0287, -0.0788, 9.9335], [-22.3962, 0.4906, 7.5108], [-20.8324, 1.9290, 6.2953], [-18.7961, 2.6351, 7.2903], [-15.2687, -0.6627, 13.3739], [-14.1689, 0.0592, 12.5637], [-12.9528, -0.5016, 12.4489], [-14.5093, 1.0755, 12.0160], [-16.1903, -0.0856, 13.2999], [-14.9978, -0.6147, 14.4399], [-15.4955, -1.6948, 13.1191], [-12.6848, -1.3332, 12.9482], [-12.3405, 0.0324, 11.8761], [-10.3476, 3.6393, 9.4130], [-11.7295, 3.6614, 9.8274], [-12.0552, 4.3576, 11.0622], [-12.2458, 2.0644, 9.8262], [-13.3704, 1.9063, 9.0772], [-14.0710, 0.8316, 8.9791], [-13.6305, 3.1442, 8.2542], [-14.5550, 3.3022, 7.2116], [-14.6686, 4.4586, 6.4665], [-13.7738, 5.5294, 6.7922], [-12.8798, 5.4053, 7.8893], [-12.8006, 4.2144, 8.5621], [-15.1586, 2.4360, 7.0033], [-15.3659, 4.4934, 5.6181], [-13.8629, 6.4324, 6.2235], [-12.1449, 6.2181, 8.0627], [-16.8907, -1.9451, 9.7353], [-17.4385, -3.2897, 10.0458], [-18.7217, -3.4426, 10.4211], [-19.2478, -4.5923, 11.0038], [-18.4578, -5.7505, 11.1971], [-17.2062, -5.6328, 10.6963], [-16.6982, -4.4888, 10.1016], [-19.3736, -2.5814, 10.2711], [-20.2907, -4.6826, 11.0649], [-18.7970, -6.6665, 11.6586], [-16.5938, -6.5633, 10.6652], [-15.6753, -4.4338, 9.7767], [-16.9391, -0.4059, 7.2911], [-16.9920, -1.4140, 8.6301]],
  "forces_ev_per_a": [[0.929, 1.064, -0.342], [-0.242, -0.054, 0.428], [-0.216, 0.777, 0.030], [1.013, 2.059, -0.129], [-1.395, -0.935, -0.738], [2.666, -1.055, 2.154], [-1.092, -0.263, -0.165], [0.734, -1.314, 0.821], [-1.405, -0.643, 1.005], [-0.125, 0.773, -2.216], [-0.117, -0.185, 0.340], [1.711, 0.925, 0.566], [-0.595, -1.028, 1.818], [0.928, 0.040, -1.590], [0.203, 0.004, 0.441], [-0.052, -0.722, -0.159], [-0.417, 0.138, -0.184], [0.251, 0.998, -0.344], [-0.717, 0.729, -0.751], [-0.400, -0.433, -0.607], [-0.090, -0.294, 0.089], [0.689, 0.608, -0.440], [-1.033, -0.498, -0.263], [-0.195, 0.191, -0.688], [-0.351, -0.028, 0.821], [0.462, 0.322, 0.878], [-1.699, -1.976, 0.950], [-0.572, 0.078, 0.391], [0.090, 1.349, -1.188], [0.151, 0.055, -0.277], [0.031, -0.244, -0.185], [0.346, -0.131, -0.203], [0.013, 0.215, -0.180], [0.921, 0.174, -0.472], [-0.181, 0.489, -0.011], [0.241, -1.417, 0.838], [0.173, -0.471, -0.737], [-1.885, 0.289, -0.327], [1.456, -0.251, 0.905], [0.463, 1.200, 0.441], [-0.853, 0.714, -0.917], [0.089, -1.068, 0.689], [1.452, 0.982, 0.455], [-0.869, -1.534, 0.790], [0.305, 1.199, -1.618], [-0.546, -0.741, -0.299], [-0.346, -0.180, -0.167], [0.359, 0.214, 0.517], [0.272, 0.449, -0.096], [-0.689, -0.584, 0.127], [-0.152, -2.286, 1.311], [2.333, -0.832, 1.000], [-2.841, 0.580, 0.798], [1.077, -1.122, -0.749], [-1.437, 1.827, -0.091], [2.260, -1.725, -0.900], [0.377, 1.245, 0.311], [-0.096, -0.192, 0.186], [-1.366, 0.188, 0.706], [-0.231, 0.081, -0.071], [-0.162, 0.905, 0.177], [0.322, -0.302, -0.137], [-0.117, -1.372, 1.600], [0.169, 3.017, -4.338]],
  "spin_multiplicity": 6,
  "e_tot_ha": -5554.8562,
  "charge": -1,
  "e_lumo_ha": [0.0874, 0.0800]
}


No. 3
{
  "formula": "C29H25N4PPd",
  "method": "ωB97M-V with the def2-TZVPD basis set",
  "species": ["Pd", "N", "C", "C", "C", "C", "C", "C", "P", "C", "C", "C", "C", "C", "C", "C", "C", "C", "C", "C", "C", "H", "H", "H", "H", "H", "H", "H", "H", "H", "H", "H", "H", "H", "H", "H", "H", "C", "C", "C", "C", "C", "C", "N", "N", "C", "C", "C", "C", "C", "N", "H", "H", "H", "H", "H", "H", "H", "H", "H"],
  "xyz": [[-0.2916, 0.3298, -0.2155], [1.9717, 0.1839, -0.0356], [2.7379, 1.3939, 0.1842], [4.1073, 1.3247, 0.3845], [4.8282, 2.4901, 0.5926], [4.1888, 3.7185, 0.6348], [2.8201, 3.7952, 0.4441], [2.0925, 2.6336, 0.1883], [0.3113, 2.6087, -0.1696], [0.2323, 2.1656, -1.9430], [-0.9127, 1.4203, -2.3261], [-0.9661, 0.8632, -3.6041], [0.0673, 1.0713, -4.5043], [1.1607, 1.8509, -4.1414], [1.2645, 2.3617, -2.8557], [-0.3575, 4.2696, 0.0791], [-0.7937, 5.0482, -0.9900], [-1.2999, 6.3102, -0.7354], [-1.4066, 6.7732, 0.5682], [-0.9919, 5.9851, 1.6336], [-0.4766, 4.7254, 1.3943], [2.1561, -0.4638, 0.7412], [2.3196, -0.2641, -0.8923], [4.6072, 0.3659, 0.3841], [5.8939, 2.4332, 0.7330], [4.7586, 4.6164, 0.8181], [2.3195, 4.7504, 0.4851], [-1.8389, 1.5153, -1.7537], [-1.8374, 0.3071, -3.9157], [0.0035, 0.6670, -5.5026], [1.9311, 2.0695, -4.8650], [2.1297, 2.9453, -2.5767], [-0.7258, 4.6729, -1.9997], [-1.6173, 6.9372, -1.5535], [-1.8321, 7.7464, 0.7579], [-1.0847, 6.3516, 2.6444], [-0.1758, 4.0871, 2.2147], [-5.5387, 2.5819, 0.2275], [-5.7522, 1.2238, 0.0154], [-4.6939, 0.3464, 0.0153], [-3.3852, 0.8268, 0.2245], [-3.1846, 2.1899, 0.4859], [-4.2558, 3.0566, 0.4761], [-2.3210, -0.0453, 0.2149], [-2.5638, -1.2739, 0.0298], [-1.6367, -2.2196, -0.0742], [-2.0092, -3.5639, 0.1136], [-1.0390, -4.5343, 0.0768], [0.2782, -4.1527, -0.1905], [0.5592, -2.8216, -0.4360], [-0.3615, -1.8555, -0.3836], [-6.3757, 3.2603, 0.2069], [-6.7524, 0.8538, -0.1513], [-4.8347, -0.7147, -0.1244], [-2.1862, 2.5386, 0.7265], [-4.1023, 4.1068, 0.6697], [-3.0455, -3.7845, 0.2991], [-1.2898, -5.5712, 0.2402], [1.0667, -4.8874, -0.2235], [1.5625, -2.5286, -0.7233]],
  "forces_ev_per_a": [[1.809, -0.751, 1.594], [-0.616, -0.354, -0.160], [0.249, 0.640, 0.120], [-0.223, -0.009, -0.153], [-0.030, 0.015, 0.027], [0.032, -0.022, -0.026], [-0.202, -0.128, -0.107], [-0.299, -0.416, 0.388], [0.273, -0.348, -1.387], [-0.451, 0.121, -0.040], [-0.185, 1.014, -0.841], [0.018, 0.059, 0.083], [0.063, 0.079, 0.179], [-0.022, -0.060, 0.085], [-0.003, -0.011, -0.011], [-0.196, -0.652, 0.415], [0.167, -0.176, 0.006], [-0.063, 0.088, 0.014], [0.010, -0.062, -0.025], [-0.052, 0.004, 0.055], [0.048, -0.040, -0.079], [-0.223, 0.215, -0.350], [-0.177, 0.094, 0.315], [0.059, -0.061, -0.021], [0.177, -0.007, 0.071], [0.022, 0.070, 0.009], [-0.068, 0.091, -0.022], [0.296, -0.262, -0.114], [-0.120, -0.014, 0.012], [-0.007, -0.052, -0.080], [0.096, -0.033, -0.042], [0.119, 0.023, 0.051], [0.013, 0.010, -0.126], [-0.054, 0.028, -0.103], [0.020, 0.120, 0.005], [0.001, 0.005, 0.086], [0.059, 0.036, 0.124], [0.193, -0.101, -0.009], [-0.067, 0.018, -0.041], [0.393, -0.016, 0.070], [-1.728, 0.699, 0.295], [0.412, -0.530, 0.014], [-0.177, 0.104, -0.033], [2.110, -1.962, -0.989], [-3.031, 2.279, 0.856], [2.255, -1.429, -0.329], [-0.095, 1.032, -0.090], [0.692, 0.019, -0.119], [-0.532, -0.180, 0.056], [0.220, 0.313, -0.299], [-0.698, 0.338, 0.622], [-0.084, 0.124, 0.039], [-0.064, -0.019, -0.010], [-0.117, 0.045, -0.094], [-0.197, -0.004, -0.036], [0.067, 0.094, 0.032], [-0.163, -0.035, 0.055], [-0.006, -0.066, 0.025], [0.098, -0.002, -0.057], [-0.024, 0.023, 0.093]],
  "spin_multiplicity": 1,
  "e_tot_ha": -1807.8122,
  "charge": 2,
  "e_lumo_ha": [-0.2817, -0.2817]
}